Formula: C36H25BrF5N3O3STa
Source: the Open Molecules 2025 dataset
Level of theory: ωB97M-V with the def2-TZVPD basis set

Geometry (Å):
Ta: -0.263 0.349 -0.076
C: -2.041 3.235 1.366
C: -0.621 3.731 1.473
C: -0.270 4.595 2.503
C: 1.026 5.065 2.624
C: 1.981 4.697 1.690
C: 1.665 3.844 0.642
C: 2.699 3.530 -0.407
C: 0.363 3.338 0.567
N: 0.064 2.351 -0.452
C: 0.014 2.855 -1.724
O: 0.056 4.014 -2.058
C: -0.055 1.787 -2.781
C: -0.166 2.145 -4.110
C: -0.193 1.140 -5.053
C: -0.089 -0.177 -4.630
C: 0.017 -0.475 -3.283
N: 0.022 0.516 -2.358
C: 0.154 -1.968 -3.009
O: 0.156 -2.739 -3.923
N: 0.313 -2.445 -1.694
C: 0.472 -3.869 -1.444
C: -0.628 -4.585 -0.985
C: -1.981 -3.961 -0.749
C: -0.442 -5.939 -0.725
C: 0.792 -6.534 -0.919
C: 1.868 -5.787 -1.377
C: 1.728 -4.435 -1.648
C: 2.885 -3.612 -2.145
H: -2.713 3.904 1.902
H: -2.154 2.244 1.818
H: -2.374 3.181 0.331
H: -1.029 4.909 3.210
H: 1.289 5.735 3.432
H: 2.990 5.085 1.767
H: 3.702 3.698 -0.017
H: 2.556 4.187 -1.268
H: 2.637 2.500 -0.755
H: -0.225 3.197 -4.350
H: -0.284 1.365 -6.107
H: -0.087 -0.995 -5.335
H: -2.097 -2.993 -1.236
H: -2.154 -3.828 0.321
H: -2.763 -4.617 -1.130
H: -1.281 -6.526 -0.373
H: 0.920 -7.588 -0.713
H: 2.832 -6.259 -1.523
H: 3.807 -4.188 -2.111
H: 3.030 -2.714 -1.539
H: 2.724 -3.301 -3.180
F: -5.185 -1.051 4.616
C: -4.606 -0.767 3.463
C: -3.225 -0.633 3.398
F: -2.476 -0.783 4.481
C: -2.662 -0.342 2.179
F: -1.309 -0.200 2.081
C: -3.395 -0.173 1.022
S: -2.581 0.227 -0.481
C: -4.772 -0.304 1.110
F: -5.526 -0.140 0.030
C: -5.374 -0.602 2.321
F: -6.690 -0.725 2.395
O: 0.129 -1.740 0.516
C: 0.145 -1.584 -0.711
Br: 5.164 1.624 3.648
C: 3.536 1.219 2.780
C: 3.564 0.669 1.512
C: 2.351 0.409 0.885
C: 1.135 0.697 1.491
C: 1.141 1.228 2.779
C: 2.334 1.490 3.426
H: 4.505 0.455 1.025
H: 2.393 -0.020 -0.126
H: 0.213 1.468 3.284
H: 2.336 1.918 4.418

Computed properties:
- Maximum force: 0.8 eV Å⁻¹
- DFT total energy: -144363.201 eV
- Gap between HOMO and LUMO: 0.248 Ha
- Total charge: +1
- Energy relative to the best compared isomer or geometry (same formula, charge and spin): 0.00 kcal per mole

Formula: C8H17NO
Source: the Open Molecules 2025 dataset
Level of theory: ωB97M-V with the def2-TZVPD basis set

Geometry (Å):
C: 1.529 2.616 -2.230
N: 1.711 1.238 -2.644
C: 2.177 0.302 -1.771
C: 2.317 -1.094 -2.339
O: 2.457 0.588 -0.611
H: 1.147 3.200 -3.085
H: 2.484 3.059 -1.900
H: 0.804 2.687 -1.403
H: 1.489 0.960 -3.603
H: 3.025 -1.108 -3.186
H: 2.699 -1.765 -1.551
H: 1.344 -1.479 -2.688
C: -1.404 -0.435 3.059
C: -0.873 -1.610 2.236
C: -1.785 -1.596 1.003
C: -2.061 -0.096 0.727
C: -1.595 0.658 2.000
H: -0.731 -0.128 3.882
H: -2.379 -0.709 3.505
H: -0.890 -2.576 2.777
H: 0.174 -1.408 1.940
H: -2.732 -2.113 1.251
H: -1.338 -2.113 0.132
H: -3.137 0.075 0.535
H: -1.500 0.255 -0.161
H: -0.621 1.149 1.810
H: -2.311 1.442 2.315

Computed properties:
- Maximum force: 0.9 eV Å⁻¹
- DFT total energy: -12109.775 eV
- Gap between HOMO and LUMO: 0.386 Ha
- Energy relative to the best compared isomer or geometry (same formula, charge and spin): 13.72 kcal per mole
- Structure (SMILES): CNC(C)=O.C1CCCC1

Formula: C26H17BrN6O6STb
Source: the Open Molecules 2025 dataset
Level of theory: ωB97M-V with the def2-TZVPD basis set

Geometry (Å):
Tb: 0.254 0.030 -1.105
O: -1.888 2.322 1.691
C: -1.712 1.891 0.545
O: -0.681 2.044 -0.186
C: -2.754 0.960 -0.052
C: -4.101 0.933 0.244
C: -4.874 -0.070 -0.333
C: -4.285 -1.010 -1.166
C: -2.929 -0.897 -1.422
N: -2.207 0.072 -0.878
C: -2.149 -1.838 -2.339
O: -2.767 -2.747 -2.874
O: -0.907 -1.535 -2.441
H: -4.517 1.667 0.920
H: -5.936 -0.120 -0.124
H: -4.834 -1.821 -1.625
C: 0.667 3.449 4.019
C: 1.503 3.433 2.796
N: 2.249 4.394 2.358
N: 2.774 3.885 1.190
C: 2.354 2.649 0.886
S: 2.725 1.722 -0.456
N: 1.561 2.346 1.950
N: 0.869 1.153 2.041
H: 0.786 4.406 4.520
H: 0.962 2.645 4.695
H: -0.382 3.301 3.754
H: 3.336 4.461 0.591
H: 1.247 0.551 2.759
H: -0.123 1.344 2.158
N: -2.535 -6.552 6.338
C: -2.126 -5.835 5.536
C: -1.610 -4.933 4.533
C: -2.337 -3.802 4.164
C: -1.836 -2.938 3.209
C: -0.601 -3.182 2.594
C: 0.119 -4.322 2.976
C: -0.377 -5.187 3.932
C: -0.091 -2.285 1.603
C: 0.346 -1.516 0.754
H: -3.293 -3.610 4.633
H: -2.395 -2.057 2.921
H: 1.074 -4.514 2.506
H: 0.182 -6.067 4.221
Br: 2.531 4.027 -7.222
C: 2.945 2.451 -6.241
C: 4.030 1.683 -6.634
C: 4.335 0.534 -5.915
C: 3.565 0.167 -4.822
C: 2.481 0.949 -4.449
C: 2.161 2.101 -5.158
C: 1.649 0.562 -3.262
O: 2.031 -0.404 -2.543
O: 0.606 1.226 -3.002
H: 4.623 1.979 -7.489
H: 5.183 -0.071 -6.214
H: 3.785 -0.720 -4.242
H: 1.314 2.695 -4.846

Computed properties:
- 2S+1: 7
- Maximum force: 1.2 eV Å⁻¹
- DFT total energy: -151782.586 eV
- Gap between HOMO and LUMO (alpha / beta): 0.307 / 0.307 Ha
- Total charge: -1
- Energy relative to the best compared isomer or geometry (same formula, charge and spin): 0.00 kcal per mole

Formula: C68H58N4O3PRuS3
Source: the Open Molecules 2025 dataset
Level of theory: ωB97M-V with the def2-TZVPD basis set

Geometry (Å):
Ru: 0.261 0.352 -0.105
C: -4.817 -5.855 4.419
C: -4.285 -4.722 3.609
C: -5.120 -3.986 2.771
C: -4.616 -2.988 1.957
C: -3.259 -2.724 1.982
C: -2.418 -3.406 2.846
C: -2.932 -4.400 3.655
S: -2.521 -1.451 0.935
O: -3.000 -0.162 1.514
C: -3.481 -1.823 -0.555
C: -3.078 -3.030 -1.146
C: -3.604 -3.429 -2.339
C: -4.555 -2.629 -3.008
C: -5.068 -2.994 -4.270
C: -5.976 -2.198 -4.911
C: -6.416 -1.011 -4.308
C: -5.942 -0.631 -3.081
C: -4.996 -1.424 -2.398
C: -4.444 -1.035 -1.138
C: -4.907 0.222 -0.524
C: -6.229 0.356 -0.031
C: -7.144 -0.719 -0.007
C: -8.399 -0.556 0.515
C: -8.801 0.689 1.018
C: -7.938 1.751 1.003
C: -6.631 1.615 0.491
C: -5.712 2.686 0.513
C: -4.424 2.524 0.073
C: -4.042 1.291 -0.455
S: -2.364 0.890 -0.986
O: -1.480 2.055 -0.638
C: -2.656 1.069 -2.757
C: -2.441 -0.037 -3.562
C: -2.603 0.083 -4.929
C: -2.970 1.298 -5.498
C: -3.155 1.420 -6.972
C: -3.166 2.400 -4.668
C: -3.016 2.291 -3.300
H: -5.872 -5.728 4.639
H: -4.266 -5.959 5.350
H: -4.700 -6.782 3.856
H: -6.178 -4.200 2.749
H: -5.271 -2.419 1.312
H: -1.370 -3.154 2.882
H: -2.275 -4.935 4.324
H: -2.352 -3.635 -0.629
H: -3.289 -4.360 -2.783
H: -4.733 -3.919 -4.715
H: -6.362 -2.479 -5.879
H: -7.139 -0.393 -4.817
H: -6.295 0.286 -2.633
H: -6.845 -1.676 -0.409
H: -9.087 -1.387 0.535
H: -9.798 0.801 1.415
H: -8.242 2.710 1.393
H: -6.040 3.638 0.901
H: -3.701 3.323 0.130
H: -2.140 -0.976 -3.115
H: -2.425 -0.768 -5.568
H: -2.678 0.595 -7.494
H: -2.752 2.360 -7.339
H: -4.220 1.400 -7.203
H: -3.426 3.352 -5.104
H: -3.169 3.141 -2.652
C: 0.786 1.199 -4.311
C: 1.129 -0.048 -4.837
C: 1.088 -1.154 -4.023
C: 0.731 -1.016 -2.672
N: 0.430 0.214 -2.171
C: 0.455 1.279 -2.976
C: 0.644 -2.089 -1.720
C: 0.265 -3.390 -2.059
C: -0.020 -4.329 -1.093
C: 0.015 -3.973 0.271
C: 0.425 -2.733 0.651
C: 0.861 -1.725 -0.308
H: 0.788 2.086 -4.921
H: 1.412 -0.133 -5.874
H: 1.356 -2.127 -4.396
H: 0.192 2.231 -2.524
H: 0.131 -3.655 -3.099
H: -0.302 -5.329 -1.375
H: -0.278 -4.705 1.009
H: 0.522 -2.500 1.702
O: -0.814 1.146 2.045
N: 0.071 0.076 1.830
C: 0.823 -0.246 2.903
C: 2.137 -0.692 2.908
C: 2.754 -0.828 4.196
C: 4.104 -0.830 4.370
C: 4.951 -0.680 3.259
C: 4.408 -0.761 1.996
C: 3.027 -0.874 1.778
P: 2.686 -1.536 0.146
C: 3.847 -0.895 -1.108
C: 5.096 -1.525 -1.183
C: 6.044 -1.085 -2.087
C: 5.766 -0.025 -2.935
C: 4.534 0.603 -2.861
C: 3.585 0.181 -1.946
C: 3.183 -3.290 0.204
C: 3.309 -3.982 -0.999
C: 3.609 -5.330 -0.993
C: 3.765 -5.997 0.212
C: 3.641 -5.313 1.410
C: 3.353 -3.958 1.410
H: -1.748 0.772 1.980
H: 0.372 -0.001 3.863
H: 2.102 -0.880 5.053
H: 4.534 -0.930 5.353
H: 6.010 -0.542 3.400
H: 5.069 -0.728 1.138
H: 5.342 -2.355 -0.535
H: 7.008 -1.570 -2.123
H: 6.511 0.316 -3.637
H: 4.303 1.430 -3.515
H: 2.652 0.714 -1.863
H: 3.197 -3.452 -1.935
H: 3.740 -5.858 -1.925
H: 3.990 -7.051 0.216
H: 3.784 -5.828 2.348
H: 3.290 -3.415 2.343
C: 3.675 4.311 1.877
N: 2.351 4.456 1.352
C: 1.597 5.692 1.495
C: 0.211 5.328 0.927
N: 0.407 3.970 0.455
C: 1.620 3.520 0.760
S: 2.209 1.991 0.339
H: 4.349 5.036 1.419
H: 4.029 3.303 1.668
H: 3.672 4.477 2.956
H: 2.080 6.495 0.929
H: 1.563 5.989 2.546
H: -0.077 5.975 0.094
H: -0.575 5.353 1.687
H: -0.342 3.390 0.088

Computed properties:
- 2S+1: 2
- Maximum force: 5.1 eV Å⁻¹
- DFT total energy: -127922.372 eV
- Gap between HOMO and LUMO (alpha / beta): 0.194 / 0.228 Ha
- Total charge: +2
- Energy relative to the best compared isomer or geometry (same formula, charge and spin): 59.98 kcal per mole

Formula: C4H10O
Source: the Open Molecules 2025 dataset
Level of theory: ωB97M-V with the def2-TZVPD basis set

Geometry (Å):
C: 2.025 -0.349 -0.463
O: 0.691 -0.780 -0.479
C: -0.293 0.200 -0.192
C: -1.577 -0.372 -0.807
C: -0.513 0.549 1.344
H: 2.664 -1.229 -0.601
H: 2.274 0.118 0.497
H: 2.228 0.363 -1.277
H: 0.005 1.216 -0.418
H: -1.829 -1.256 -0.207
H: -1.532 -0.721 -1.852
H: -2.389 0.352 -0.729
H: -1.489 1.047 1.491
H: 0.216 1.251 1.807
H: -0.479 -0.387 1.886

Computed properties:
- Maximum force: 1.9 eV Å⁻¹
- DFT total energy: -6356.735 eV
- Gap between HOMO and LUMO: 0.394 Ha
- Energy relative to the best compared isomer or geometry (same formula, charge and spin): 24.62 kcal per mole
- Structure (SMILES): COC(C)C

Formula: C3H4O3
Source: the Open Molecules 2025 dataset
Level of theory: ωB97M-V with the def2-TZVPD basis set

Geometry (Å):
O: 2.086 0.939 -0.592
C: 1.450 0.180 0.077
C: 0.120 -0.426 -0.355
C: -1.075 0.445 -0.039
O: -1.499 -0.713 0.911
O: -0.337 -1.443 0.534
H: 1.755 -0.139 1.090
H: 0.188 -0.796 -1.384
H: -0.923 1.303 0.614
H: -1.767 0.649 -0.857

Computed properties:
- Maximum force: 2.7 eV Å⁻¹
- DFT total energy: -9313.621 eV
- Gap between HOMO and LUMO: 0.370 Ha
- Energy relative to the best compared isomer or geometry (same formula, charge and spin): 117.15 kcal per mole
- Structure (SMILES): O=C[C@@H]1COO1